1.
This record from the Open Molecules 2025 dataset describes the ion C2H5N2O with charge +1 in a non-equilibrium geometry. The level of theory is the ωB97M-V functional and the def2-TZVPD basis.

Each line ends with the natural charge from an NBO analysis.
CARTESIAN COORDINATES (ANGSTROEM)
1 C 0.456 0.125 0.391  0.558
2 C -0.445 -0.989 0.043  -0.245
3 N -1.394 0.995 -0.233  -0.163
4 N 1.608 0.497 0.003  -0.717
5 O -1.657 -0.351 0.026  -0.291
6 H -0.033 -1.450 -0.891  0.263
7 H -0.660 -1.981 0.783  0.319
8 H -2.121 1.593 0.386  0.384
9 H 2.175 0.198 -0.781  0.440
10 H 2.071 1.363 0.273  0.452

Cartesian forces, eV/Å:
C 0.3908 1.0446 0.2419
C 0.2901 -3.3886 1.0205
N -0.2538 -0.4829 2.4175
N 0.6295 0.6601 -0.3815
O -1.8564 1.8346 -0.6672
H -0.7846 0.3663 0.1556
H 1.2380 2.9165 -1.5604
H 1.4401 -1.8765 -1.7292
H -0.3460 -1.2863 -0.3909
H -0.7476 0.2122 0.8936

Results
net charge	+1
largest force on an atom	3.55	eV Å⁻¹
total energy	-7169.073	eV
orbital gap (alpha / beta)	8.569 / 9.241	eV
HOMO level (alpha / beta)	-0.5562 / -0.5647	hartree



2.
This record from the Open Molecules 2025 dataset describes a cluster of 3 separate species, C25H52ClN5O7P in total in a non-equilibrium geometry. The level of theory is the ωB97M-V functional and the def2-TZVPD basis.

Each line ends with the Löwdin charge.
CARTESIAN COORDINATES (ANGSTROEM)
1 C 5.584 -3.623 -2.063  -0.118
2 O 6.090 -2.271 -1.843  -0.266
3 C 5.548 -1.361 -2.846  -0.223
4 C 5.623 0.130 -2.220  -0.167
5 C 4.269 0.573 -1.474  -0.202
6 C 3.278 1.457 -2.420  -0.205
7 C 2.244 0.464 -3.158  -0.212
8 C 0.907 1.233 -3.691  -0.200
9 C -0.346 1.057 -2.705  -0.210
10 C -1.530 0.124 -3.288  -0.224
11 C -2.980 0.816 -3.304  -0.180
12 C -3.937 0.350 -2.070  -0.358
13 C -3.002 0.470 -0.779  -0.120
14 C -3.768 0.523 0.622  -0.177
15 N -3.033 0.762 1.706  0.050
16 C -4.580 -1.132 -2.142  -0.365
17 P -4.117 -2.232 -3.637  0.897
18 N -5.531 -2.424 -4.712  -0.201
19 O -3.847 -3.825 -2.991  -0.356
20 N -6.100 -1.037 -2.098  -0.022
21 C -6.392 0.247 -1.455  -0.405
22 O -7.209 0.573 -0.569  0.053
23 C -5.284 1.206 -2.174  -0.447
24 Cl -6.057 1.343 -3.873  0.668
25 C -5.268 2.758 -1.717  -0.576
26 O -5.767 3.642 -2.505  -0.145
27 O -4.790 3.199 -0.507  -0.159
28 H 4.442 -3.640 -2.140  0.094
29 H 5.877 -4.263 -1.160  0.093
30 H 6.082 -4.054 -3.014  0.099
31 H 4.479 -1.649 -3.131  0.110
32 H 6.230 -1.452 -3.778  0.127
33 H 6.494 0.101 -1.459  0.110
34 H 5.936 0.876 -3.033  0.107
35 H 4.576 1.218 -0.576  0.104
36 H 3.748 -0.396 -1.143  0.110
37 H 2.775 2.203 -1.713  0.108
38 H 3.904 2.040 -3.197  0.112
39 H 1.928 -0.375 -2.454  0.101
40 H 2.792 0.077 -4.092  0.106
41 H 0.690 0.996 -4.788  0.102
42 H 1.188 2.355 -3.656  0.105
43 H -0.797 2.075 -2.460  0.104
44 H 0.008 0.577 -1.714  0.108
45 H -1.520 -0.920 -2.798  0.094
46 H -1.256 -0.072 -4.394  0.103
47 H -2.840 1.955 -3.324  0.135
48 H -3.450 0.549 -4.325  0.081
49 H -2.361 1.412 -0.857  0.123
50 H -2.257 -0.410 -0.710  0.128
51 H -4.886 0.408 0.790  0.112
52 H -2.050 0.865 1.366  0.040
53 H -4.363 -1.589 -1.099  0.131
54 H -6.272 -2.931 -4.201  0.015
55 H -5.892 -1.478 -4.943  0.008
56 H -4.643 -4.016 -2.435  0.035
57 H -6.581 -1.866 -1.725  0.124
58 C -6.202 2.793 6.011  -0.084
59 C -6.164 2.165 4.620  -0.427
60 C -6.842 0.781 4.551  -0.199
61 O -6.067 -0.283 5.099  -0.193
62 C -6.144 -0.398 6.509  -0.119
63 N -4.772 2.109 4.162  0.049
64 H -5.476 2.347 6.694  0.059
65 H -5.967 3.860 5.951  0.073
66 H -7.196 2.697 6.458  0.071
67 H -6.717 2.832 3.950  0.139
68 H -6.979 0.527 3.495  0.122
69 H -7.844 0.800 4.997  0.113
70 H -7.134 -0.134 6.891  0.086
71 H -5.376 0.219 6.980  0.071
72 H -5.937 -1.438 6.773  0.082
73 H -4.758 1.781 3.196  0.041
74 H -4.313 1.357 4.676  0.064
75 C 8.384 -1.779 3.612  -0.077
76 C 8.623 -1.891 2.109  -0.432
77 C 9.206 -0.608 1.481  -0.204
78 O 8.259 0.439 1.296  -0.198
79 C 8.004 1.213 2.457  -0.108
80 N 7.371 -2.289 1.457  0.047
81 H 7.495 -1.195 3.855  0.064
82 H 8.240 -2.773 4.047  0.075
83 H 9.242 -1.321 4.113  0.076
84 H 9.357 -2.690 1.958  0.133
85 H 9.563 -0.859 0.476  0.120
86 H 10.079 -0.247 2.038  0.116
87 H 8.896 1.330 3.078  0.089
88 H 7.192 0.768 3.035  0.075
89 H 7.674 2.203 2.135  0.087
90 H 7.556 -2.458 0.469  0.060
91 H 6.759 -1.473 1.449  0.071

Cartesian forces, eV/Å:
C 0.5092 -0.1959 0.0856
O -1.6283 -0.7780 -0.7895
C 0.8158 0.8733 -0.0538
C 0.3622 -0.6721 0.0605
C 0.6836 0.4273 -0.7366
C 0.3057 -1.0795 0.7131
C -0.2573 1.1033 -0.8688
C 0.8504 0.9181 0.8483
C -0.3648 -0.5871 0.1846
C 0.5900 0.0175 -0.9615
C 0.1160 -0.9908 -0.6849
C 0.1831 0.4857 -1.9189
C -1.1050 0.2835 0.6511
C 2.3669 0.9265 1.9424
N -1.5202 -0.8701 -3.1595
C -1.0827 -1.1934 1.6662
P 1.4587 -0.4679 -1.1166
N 0.4052 0.0416 1.9731
O -2.2497 1.9244 0.1751
N -0.0413 2.0895 1.6781
C -0.2775 0.7604 0.8725
O 2.3941 -1.6744 -3.2087
C -0.9605 0.7691 1.4026
Cl 0.9590 -0.8646 0.4726
C 0.0688 5.5300 2.9159
O 1.2346 -3.2821 1.2685
O -1.0884 -3.9182 -4.2357
H 1.5316 0.0860 -0.0595
H -0.2842 0.9954 -1.2797
H -0.9710 0.5079 1.3751
H 1.3349 0.3793 0.4285
H -1.1657 0.2259 1.2347
H -1.3531 -0.0028 -1.1927
H -0.6238 -0.9977 1.1031
H -0.5856 -1.1011 -1.1436
H 0.6394 1.5968 -0.1810
H 0.3400 -1.0009 -1.2271
H -1.0650 -0.8529 1.2457
H 0.5746 0.9683 -1.0433
H -0.7704 0.1144 1.5403
H 0.0751 0.0988 1.6342
H -0.4622 -1.6766 -0.2634
H 0.6857 -1.3015 -0.2874
H -0.3916 0.9729 -1.4601
H -0.1623 1.6767 -0.6640
H -0.4895 0.2066 1.6819
H -0.4345 -1.5915 0.3952
H 0.4915 0.4064 1.8129
H -1.1517 -1.1182 0.1757
H -1.3602 1.1468 -0.3965
H 1.4638 0.1238 -0.6415
H -0.7271 0.0142 0.4836
H 0.4385 0.1739 -1.8436
H 0.0802 0.4803 -0.4767
H 0.2545 -0.6659 0.3037
H 0.9776 -0.2583 -0.3974
H 0.3927 0.7573 0.0827
C -0.1739 0.2496 0.1186
C 0.3431 -0.2377 0.2669
C 0.0888 0.1083 -0.3902
O -0.4494 0.1087 0.2119
C 0.3287 -0.1859 -0.2617
N -0.3931 -0.2178 -0.0529
H -0.0177 -0.0528 -0.0945
H 0.0286 -0.1399 -0.0549
H 0.0433 -0.0100 0.0126
H 0.0135 -0.1526 -0.0603
H 0.1171 -0.0284 0.0795
H 0.0226 0.0006 0.1759
H 0.0028 0.1030 -0.0059
H -0.1251 0.0861 0.2018
H -0.0375 0.0219 -0.0934
H 0.2674 0.2485 0.0190
H 0.0062 0.1481 -0.0833
C 0.1370 -0.1521 0.2424
C -0.3329 0.3202 0.1093
C -0.0459 -0.1680 -0.2831
O 0.4291 -0.0933 0.2252
C -0.3018 0.0721 -0.2712
N 0.2409 0.0972 -0.2343
H 0.0505 -0.0022 -0.1082
H -0.0267 0.0988 -0.1101
H -0.0575 0.0017 -0.0209
H 0.0049 0.0895 -0.1100
H -0.1287 0.0557 0.0144
H -0.0700 0.0481 0.1479
H 0.0031 -0.0954 0.0254
H 0.0856 0.0470 0.2156
H 0.0647 -0.0812 -0.0638
H -0.1342 -0.0568 0.0774
H 0.0067 -0.1713 0.0396

Results
net charge	-1
largest force on an atom	6.25	eV Å⁻¹
total energy	-70358.450	eV
orbital gap	6.546	eV
HOMO level	-0.1661	hartree



3.
This record from the Open Molecules 2025 dataset describes an isolated molecule of C4H6O2S2 in a non-equilibrium geometry. The level of theory is the ωB97M-V functional and the def2-TZVPD basis.

Each line ends with the natural charge from an NBO analysis.
CARTESIAN COORDINATES (ANGSTROEM)
1 C 0.883 -1.032 -0.851  -0.226
2 C 0.448 0.115 -1.307  -0.320
3 C 0.370 2.041 0.792  -0.964
4 C 0.255 -1.494 0.591  -0.686
5 O -2.117 -1.412 -0.604  -0.906
6 O -1.754 1.944 -0.551  -0.891
7 S -1.494 -1.026 0.687  1.068
8 S -0.744 1.099 0.040  1.485
9 H 1.467 -1.815 -1.363  0.239
10 H 0.926 0.678 -2.118  0.246
11 H -0.162 2.924 1.106  0.245
12 H 0.945 1.397 1.450  0.206
13 H 0.285 -2.611 0.687  0.261
14 H 0.691 -0.808 1.441  0.243

Cartesian forces, eV/Å:
C -1.4832 -1.4265 2.0590
C -0.3024 0.8900 0.9731
C -0.6976 -1.3424 0.2965
C 0.7246 1.1246 -0.6274
O -0.0201 -0.2045 0.7559
O -1.0305 -0.7648 -0.3378
S -0.0590 0.3308 -1.3648
S 2.8783 0.3944 -2.1831
H -0.0044 0.9102 0.2899
H -0.8516 -0.0088 0.2462
H 0.3043 0.3229 0.5396
H 0.5290 0.6205 0.2452
H 0.3176 1.1792 0.4007
H -0.3050 -2.0256 -1.2930

Results
net charge	0
largest force on an atom	3.63	eV Å⁻¹
total energy	-30004.761	eV
orbital gap (alpha / beta)	7.654 / 7.653	eV
HOMO level (alpha / beta)	-0.3036 / -0.3036	hartree



4.
This record from the Open Molecules 2025 dataset describes a cluster of 2 separate species, C2HBr3O2 in total in a non-equilibrium geometry. The level of theory is the ωB97M-V functional and the def2-TZVPD basis.

Each line ends with the natural charge from an NBO analysis.
CARTESIAN COORDINATES (ANGSTROEM)
1 O -0.221 0.549 0.831  -0.438
2 C 0.656 0.842 0.130  0.423
3 Br 1.489 2.600 0.166  0.019
4 C 1.427 -0.100 -0.859  0.396
5 O 2.080 0.263 -1.798  -0.432
6 Br 1.358 -1.959 -0.274  0.033
7 Br -3.871 -1.394 0.449  -0.213
8 H -2.918 -0.800 1.355  0.213

Cartesian forces, eV/Å:
O -1.0561 -0.5304 0.5149
C 1.5386 0.6692 -0.7401
Br -0.2075 -0.2599 -0.0988
C 1.3232 0.1237 -1.2656
O -1.5281 -0.6340 1.8365
Br -0.1144 0.6175 -0.2358
Br 0.4144 0.2533 0.3817
H -0.3701 -0.2393 -0.3927

Results
SMILES	O=C(Br)C(=O)Br.Br
net charge	0
largest force on an atom	2.47	eV Å⁻¹
total energy	-216311.978	eV
orbital gap	9.526	eV
HOMO level	-0.4020	hartree



5.
This record from the Open Molecules 2025 dataset describes an isolated molecule of C4H5NS2 in a non-equilibrium geometry. The level of theory is the ωB97M-V functional and the def2-TZVPD basis.

Each line ends with the natural charge from an NBO analysis.
CARTESIAN COORDINATES (ANGSTROEM)
1 C -2.172 -0.747 0.781  -0.096
2 N -1.973 0.175 1.654  -0.531
3 S -0.475 1.005 1.401  0.457
4 C 0.102 0.085 0.020  -0.442
5 C 0.960 0.796 -1.083  -0.416
6 C 1.577 -0.183 -0.135  -0.425
7 S -1.019 -1.136 -0.481  0.325
8 H -3.127 -1.296 0.808  0.222
9 H 0.830 0.420 -2.153  0.227
10 H 1.136 1.891 -0.922  0.230
11 H 1.914 -1.149 -0.550  0.223
12 H 2.248 0.139 0.662  0.226

Cartesian forces, eV/Å:
C -0.5501 0.5854 0.8902
N 0.6185 -0.4765 -1.2059
S -1.0263 0.1277 0.9924
C 2.4945 0.7566 -1.7016
C -0.7149 0.1229 -0.4269
C 0.6393 -0.7771 0.2465
S -1.2337 -0.8399 -0.0738
H 0.5650 0.1158 -0.0490
H 0.0719 0.8387 1.6108
H -0.1673 -1.1725 -0.3529
H -0.4529 0.4996 0.2158
H -0.2441 0.2193 -0.1455

Results
SMILES	C1=NSC2(CC2)S1
net charge	0
largest force on an atom	3.11	eV Å⁻¹
total energy	-27387.809	eV
orbital gap	8.630	eV
HOMO level	-0.2896	hartree



6.
This record from the Open Molecules 2025 dataset describes a structure of composition C2H2LiO2V in a non-equilibrium geometry. The level of theory is the ωB97M-V functional and the def2-TZVPD basis.

Each line ends with the natural charge from an NBO analysis.
CARTESIAN COORDINATES (ANGSTROEM)
1 O -0.727 0.867 0.451  -1.005
2 C 0.481 0.474 -0.087  -0.065
3 C 0.743 -0.851 -0.160  0.072
4 O -0.114 -1.746 0.367  -0.754
5 Li -1.785 1.924 -0.551  0.981
6 V -1.194 -0.659 1.434  1.370
7 H 1.041 1.216 -0.660  0.196
8 H 1.555 -1.225 -0.793  0.206

Cartesian forces, eV/Å:
O -0.6326 1.4084 -0.4706
C 0.7947 -0.6497 -1.2501
C 0.2581 0.5567 -0.9206
O -0.3405 0.4591 0.2270
Li 0.2205 0.0164 -0.0153
V -0.2744 -1.6822 1.2996
H 0.0312 -0.1612 0.5321
H -0.0570 0.0524 0.5980

Results
net charge	+1
largest force on an atom	2.14	eV Å⁻¹
total energy	-32086.266	eV
spin multiplicity	4
orbital gap (alpha / beta)	6.978 / 6.945	eV
HOMO level (alpha / beta)	-0.4364 / -0.4391	hartree